# 1
Molecular formula: C34H70FIN3O19S
Method: DFT, wB97M-V/def2-TZVPD

Structure (XYZ):
```
129
Properties=species:S:1:pos:R:3:lowdin_charge:R:1
C 5.32 3.35 3.47 -0.09
C 6.08 3.16 1.99 -0.28
N 5.11 3.69 0.97 0.02
C 5.21 3.11 -0.40 -0.34
O 3.79 3.21 -0.87 -0.18
C 3.40 4.60 -1.10 -0.17
C 1.98 5.01 -0.33 -0.17
N 0.91 4.06 -0.83 -0.07
C -0.42 4.75 -1.07 -0.18
C -1.62 4.20 -0.08 -0.35
C -1.41 4.80 1.44 -0.07
O -1.76 2.72 -0.08 -0.12
C 6.33 3.60 -1.48 -0.20
C 7.72 4.33 -1.01 -0.64
I 9.16 3.01 0.00 0.87
C 7.47 5.77 -0.20 -0.26
C 8.85 6.67 -0.38 -0.13
N 6.65 2.45 -2.46 0.06
C 5.47 1.47 -2.25 -0.08
C 5.43 1.46 -0.60 -0.18
S 3.91 0.44 -0.07 0.94
O 2.85 0.34 -1.22 -0.32
O 3.19 1.05 1.19 -0.32
F 4.36 -1.18 0.42 -0.25
H 4.68 2.35 3.60 0.09
H 6.17 3.33 4.29 0.09
H 4.65 4.31 3.50 0.09
H 7.08 3.80 2.10 0.07
H 6.34 2.03 1.94 0.11
H 5.19 4.73 1.01 0.12
H 4.27 5.38 -0.87 0.12
H 3.18 4.72 -2.27 0.14
H 2.15 4.83 0.82 0.13
H 1.74 6.15 -0.53 0.13
H 0.80 3.34 -0.08 0.11
H -0.39 5.91 -0.97 0.11
H -0.73 4.51 -2.19 0.13
H -2.63 4.65 -0.48 0.14
H -0.42 4.40 1.97 0.09
H -1.33 5.97 1.38 0.08
H -2.35 4.46 2.07 0.09
H -2.74 2.47 0.04 0.13
H 5.91 4.40 -2.26 0.18
H 8.27 4.66 -2.02 0.10
H 7.21 5.63 0.93 0.09
H 6.54 6.35 -0.68 0.12
H 9.50 6.32 -1.31 0.09
H 9.53 6.45 0.57 0.09
H 8.66 7.83 -0.48 0.09
H 7.45 1.83 -2.25 0.14
H 6.74 2.72 -3.48 0.20
H 5.70 0.33 -2.50 0.17
H 4.49 1.66 -2.86 0.17
H 6.32 1.00 0.00 0.14
C 0.30 -0.51 0.66 -0.07
C -0.39 -0.62 -0.69 -0.21
O -0.36 -1.97 -1.18 0.03
C -1.24 -2.82 -0.58 -0.55
O -2.02 -2.55 0.31 0.11
O -1.06 -4.05 -1.13 -0.01
C -1.84 -5.07 -0.52 -0.05
H 1.32 -0.92 0.60 0.05
H 0.35 0.53 0.99 0.07
H -0.23 -1.09 1.43 0.08
H 0.15 -0.01 -1.42 0.11
H -1.42 -0.24 -0.65 0.12
H -2.90 -4.81 -0.51 0.09
H -1.48 -5.26 0.50 0.09
H -1.72 -5.99 -1.10 0.10
C -3.90 11.82 2.35 -0.07
C -2.60 11.95 1.56 -0.22
O -2.12 10.67 1.15 0.02
C -2.77 10.10 0.11 -0.55
O -3.72 10.57 -0.49 0.11
O -2.21 8.88 -0.12 -0.02
C -2.88 8.13 -1.13 -0.05
H -3.76 11.13 3.19 0.08
H -4.22 12.79 2.73 0.08
H -4.70 11.41 1.74 0.07
H -1.83 12.39 2.21 0.12
H -2.72 12.62 0.70 0.13
H -2.97 8.70 -2.06 0.10
H -3.86 7.82 -0.77 0.10
H -2.29 7.23 -1.33 0.07
C 2.09 -5.56 0.96 -0.06
C 2.53 -6.68 1.89 -0.21
O 2.10 -7.95 1.40 0.03
C 2.82 -8.44 0.35 -0.55
O 3.77 -7.91 -0.19 0.10
O 2.26 -9.63 -0.01 -0.01
C 2.85 -10.20 -1.18 -0.05
H 1.01 -5.60 0.79 0.07
H 2.34 -4.58 1.39 0.08
H 2.57 -5.64 -0.02 0.08
H 2.06 -6.54 2.87 0.12
H 3.61 -6.66 2.05 0.12
H 3.94 -10.30 -1.07 0.10
H 2.61 -9.60 -2.05 0.10
H 2.43 -11.20 -1.31 0.10
C -5.31 -6.02 -4.43 -0.06
C -4.44 -6.34 -3.23 -0.21
O -5.18 -7.03 -2.22 -0.04
C -5.42 -8.34 -2.47 -0.53
O -5.07 -8.97 -3.46 0.12
O -6.16 -8.84 -1.44 -0.03
C -6.58 -10.19 -1.63 -0.04
H -6.21 -5.48 -4.11 0.09
H -4.77 -5.42 -5.16 0.08
H -5.66 -6.93 -4.92 0.08
H -4.09 -5.40 -2.78 0.12
H -3.54 -6.91 -3.52 0.13
H -5.73 -10.84 -1.85 0.10
H -7.32 -10.23 -2.43 0.10
H -7.05 -10.53 -0.70 0.10
C -8.78 -5.20 4.51 -0.07
C -9.49 -5.81 3.31 -0.22
O -8.78 -5.53 2.10 0.02
C -7.66 -6.26 1.89 -0.55
O -7.21 -7.12 2.64 0.11
O -7.09 -5.85 0.73 0.01
C -5.84 -6.47 0.45 -0.05
H -8.62 -4.13 4.36 0.08
H -9.37 -5.34 5.42 0.08
H -7.80 -5.65 4.67 0.07
H -10.48 -5.35 3.21 0.12
H -9.64 -6.89 3.43 0.12
H -5.92 -7.56 0.48 0.09
H -5.08 -6.12 1.16 0.10
H -5.53 -6.17 -0.56 0.07
```

Properties
Energy = -3726.50694 a.u.
Kohn-Sham gap = 7.1 eV
Charge = +1

# 2
Molecular formula: C34H70N2O16S2
Method: DFT, wB97M-V/def2-TZVPD

Structure (XYZ):
```
124
Properties=species:S:1:pos:R:3:lowdin_charge:R:1
C -5.64 -2.61 2.78 0.00
C -4.89 -1.29 2.72 -0.55
O -3.68 -1.22 2.78 0.03
N -5.66 -0.19 2.51 0.01
C -5.03 1.09 2.34 -0.07
H -6.70 -2.44 2.94 0.07
H -5.24 -3.20 3.60 0.09
H -5.53 -3.18 1.86 0.08
H -6.66 -0.30 2.44 0.13
H -4.27 1.26 3.10 0.09
H -5.70 1.92 2.55 0.09
H -4.59 1.18 1.35 0.06
C -1.58 0.72 0.09 0.02
C -0.09 0.47 0.23 -0.52
O 0.52 0.81 1.24 0.03
N 0.58 0.09 -0.88 0.03
C 2.01 0.03 -0.85 -0.07
H -2.14 0.13 0.82 0.07
H -1.91 0.35 -0.88 0.05
H -1.85 1.76 0.27 0.08
H 0.16 0.27 -1.78 0.10
H 2.51 -0.45 -0.02 0.08
H 2.43 1.03 -1.02 0.06
H 2.39 -0.47 -1.76 0.09
C -0.59 -1.26 4.16 -0.15
C -0.09 0.15 4.51 -0.15
O 0.71 -0.02 5.67 -0.20
S 0.67 -1.51 6.21 0.56
O -0.43 -1.71 7.06 -0.21
O 1.97 -1.86 6.62 -0.21
O 0.35 -2.17 4.80 -0.20
H -0.71 -1.48 3.11 0.13
H -1.53 -1.45 4.69 0.11
H -0.97 0.79 4.52 0.14
H 0.58 0.50 3.72 0.09
C -4.85 4.98 -2.88 -0.14
C -6.22 4.36 -2.57 -0.12
O -6.11 4.08 -1.15 -0.19
S -4.66 3.50 -0.82 0.56
O -4.61 2.11 -1.02 -0.22
O -4.17 4.08 0.37 -0.20
O -3.96 4.19 -2.10 -0.21
H -4.78 6.03 -2.62 0.14
H -4.62 4.79 -3.93 0.13
H -6.36 3.42 -3.10 0.13
H -7.05 5.05 -2.61 0.14
C -0.95 3.13 -3.02 -0.16
C -1.34 1.79 -3.66 -0.16
C -0.13 1.60 -4.59 -0.21
O 0.98 2.07 -3.86 -0.14
C 0.57 3.12 -2.96 -0.18
H -1.45 3.32 -2.07 0.10
H -1.31 3.87 -3.73 0.11
H -2.27 1.96 -4.18 0.11
H -1.40 0.97 -2.95 0.07
H -0.29 2.13 -5.54 0.12
H 0.05 0.56 -4.85 0.12
H 1.00 4.06 -3.32 0.12
H 0.98 2.91 -1.97 0.11
C 4.58 2.54 -1.45 -0.16
C 4.58 3.52 -0.27 -0.14
C 5.99 4.18 -0.39 -0.20
O 6.44 3.96 -1.71 -0.13
C 5.97 2.69 -2.08 -0.22
H 3.83 2.85 -2.16 0.10
H 4.42 1.52 -1.10 0.09
H 4.50 3.06 0.71 0.09
H 3.88 4.35 -0.36 0.11
H 6.67 3.68 0.31 0.12
H 5.99 5.24 -0.13 0.12
H 6.65 1.89 -1.76 0.12
H 5.97 2.59 -3.17 0.12
C 3.31 -3.00 2.90 -0.18
C 3.96 -4.24 3.44 -0.16
C 4.95 -4.54 2.31 -0.21
O 5.24 -3.29 1.69 -0.14
C 4.50 -2.24 2.34 -0.19
H 2.57 -2.46 3.50 0.09
H 2.69 -3.19 2.00 0.12
H 3.23 -5.03 3.63 0.11
H 4.47 -4.04 4.39 0.12
H 4.48 -5.22 1.60 0.11
H 5.88 -4.97 2.69 0.11
H 4.21 -1.57 1.53 0.11
H 5.13 -1.76 3.09 0.11
C -4.14 -2.27 -2.59 -0.16
C -3.88 -0.94 -3.27 -0.16
C -5.26 -0.53 -3.80 -0.19
O -6.20 -1.42 -3.21 -0.12
C -5.53 -2.64 -3.07 -0.23
H -4.12 -2.24 -1.49 0.11
H -3.42 -3.07 -2.81 0.10
H -3.13 -1.06 -4.07 0.11
H -3.47 -0.16 -2.63 0.07
H -5.27 -0.63 -4.90 0.12
H -5.57 0.48 -3.55 0.11
H -5.51 -3.21 -4.02 0.12
H -6.05 -3.32 -2.39 0.12
C 0.84 -3.57 -3.28 -0.19
C 0.47 -4.74 -2.41 -0.17
C -0.14 -5.67 -3.44 -0.19
O 0.59 -5.44 -4.65 -0.15
C 1.36 -4.24 -4.55 -0.20
H 1.56 -2.84 -2.89 0.10
H -0.02 -2.97 -3.60 0.11
H -0.16 -4.45 -1.57 0.11
H 1.35 -5.21 -1.96 0.12
H -1.19 -5.38 -3.63 0.11
H -0.10 -6.74 -3.23 0.12
H 1.21 -3.61 -5.42 0.11
H 2.40 -4.55 -4.45 0.12
C 3.37 0.77 4.21 -0.16
C 4.87 0.88 4.44 -0.16
C 5.03 2.39 4.36 -0.21
O 4.27 2.70 3.20 -0.16
C 3.04 1.96 3.29 -0.17
H 2.86 0.93 5.16 0.10
H 3.10 -0.22 3.85 0.09
H 5.44 0.44 3.61 0.10
H 5.16 0.36 5.35 0.12
H 6.04 2.75 4.23 0.12
H 4.61 2.90 5.24 0.12
H 2.80 1.65 2.28 0.10
H 2.24 2.56 3.74 0.12
```

Properties
Energy = -3447.07876 a.u.
Kohn-Sham gap = 9.3 eV

# 3
Molecular formula: C34H72BrF6N3O6P3Si4Y
Method: DFT, wB97M-V/def2-TZVPD

Structure (XYZ):
```
130
Properties=species:S:1:pos:R:3:lowdin_charge:R:1
Y -0.11 -0.89 0.81 1.08
C 2.30 -0.53 -3.87 -0.03
C 3.00 -1.44 -2.87 -0.40
C 4.39 -1.84 -3.33 -0.02
O 2.25 -2.69 -2.69 -0.18
P 0.93 -2.72 -1.82 0.50
O 0.67 -1.43 -1.14 -0.36
C 1.20 -4.13 -0.70 -0.18
P 2.06 -3.57 0.81 0.50
O 1.63 -2.24 1.27 -0.40
O 3.59 -3.58 0.46 -0.15
C 4.36 -4.82 0.36 -0.43
C 5.07 -4.82 -0.98 -0.04
C 5.32 -4.88 1.53 -0.02
O 1.80 -4.74 1.84 -0.17
C 1.27 -4.52 3.20 -0.41
C 2.38 -4.81 4.20 -0.03
C 0.07 -5.41 3.37 -0.03
O -0.31 -3.06 -2.72 -0.16
C -0.44 -3.93 -3.88 -0.40
C 0.01 -3.19 -5.13 -0.03
C 0.29 -5.25 -3.70 -0.04
H 2.82 0.42 -3.91 0.10
H 1.27 -0.35 -3.56 0.08
H 2.30 -0.98 -4.86 0.08
H 3.04 -0.94 -1.90 0.14
H 4.32 -2.38 -4.27 0.09
H 4.87 -2.47 -2.59 0.06
H 4.99 -0.94 -3.47 0.10
H 1.82 -4.88 -1.20 0.08
H 0.25 -4.58 -0.42 0.08
H 3.67 -5.66 0.41 0.13
H 5.78 -3.99 -1.02 0.09
H 4.36 -4.72 -1.80 0.07
H 5.62 -5.75 -1.10 0.09
H 5.99 -4.01 1.50 0.10
H 5.93 -5.78 1.47 0.10
H 4.78 -4.88 2.47 0.07
H 0.98 -3.47 3.28 0.10
H 2.75 -5.82 4.06 0.09
H 1.98 -4.71 5.21 0.10
H 3.20 -4.10 4.09 0.08
H 0.36 -6.46 3.36 0.09
H -0.66 -5.24 2.58 0.08
H -0.40 -5.19 4.33 0.09
H -1.51 -4.11 -3.93 0.15
H 1.09 -3.06 -5.12 0.07
H -0.47 -2.22 -5.18 0.09
H -0.27 -3.77 -6.01 0.09
H 1.37 -5.08 -3.63 0.08
H 0.10 -5.88 -4.57 0.10
H -0.05 -5.78 -2.81 0.08
C 1.57 6.14 4.55 -0.04
C 1.68 4.79 3.90 -0.25
C 2.51 3.78 4.40 -0.01
C 2.59 2.57 3.74 -0.09
C 1.82 2.42 2.61 -0.62
Br 2.03 0.76 1.53 0.77
N 1.02 3.32 2.12 0.04
C 0.96 4.49 2.75 -0.14
H 2.14 6.19 5.47 0.08
H 0.54 6.39 4.77 0.08
H 1.96 6.90 3.87 0.09
H 3.08 3.95 5.31 0.12
H 3.24 1.77 4.08 0.10
H 0.29 5.23 2.31 0.11
C -0.53 1.60 -0.68 -0.36
H -1.08 1.05 -1.45 0.02
H -0.60 1.04 0.27 -0.09
H 0.51 1.65 -0.98 0.01
C -3.77 5.13 -2.07 -0.21
Si -2.92 3.44 -2.15 0.43
C -2.20 3.17 -3.89 -0.22
C -4.29 2.12 -2.08 -0.21
Si -1.28 3.37 -0.42 0.49
Si 0.47 4.87 -1.05 0.43
C 0.66 4.71 -2.94 -0.22
C 2.24 4.60 -0.42 -0.21
C 0.00 6.67 -0.68 -0.21
Si -2.50 3.55 1.64 0.44
C -1.84 3.01 3.33 -0.20
C -2.98 5.39 1.77 -0.21
C -4.16 2.63 1.50 -0.21
H -4.40 5.31 -2.94 0.03
H -3.05 5.95 -2.01 0.02
H -4.41 5.19 -1.18 0.02
H -3.00 2.95 -4.60 0.03
H -1.51 2.31 -3.90 0.02
H -1.65 4.03 -4.26 0.00
H -5.09 2.40 -2.78 0.04
H -4.73 2.02 -1.09 -0.01
H -3.92 1.14 -2.39 0.02
H 0.82 3.67 -3.23 0.03
H 1.52 5.28 -3.28 0.03
H -0.22 5.07 -3.47 0.01
H 2.45 3.55 -0.22 0.00
H 2.44 5.15 0.50 0.02
H 2.95 4.94 -1.18 0.03
H -0.93 6.96 -1.18 0.02
H 0.79 7.35 -1.03 0.03
H -0.14 6.85 0.38 0.01
H -1.31 3.81 3.84 0.02
H -1.16 2.16 3.27 0.00
H -2.67 2.70 3.97 0.04
H -2.11 6.05 1.74 0.01
H -3.52 5.58 2.70 0.04
H -3.63 5.68 0.94 0.01
H -4.03 1.54 1.48 0.01
H -4.72 2.93 0.62 0.00
H -4.77 2.86 2.38 0.04
F -1.50 -0.05 2.29 -0.27
P -1.44 -1.30 3.48 0.23
F -1.29 -2.49 4.50 -0.08
F -0.98 -2.36 2.22 -0.25
F 0.15 -0.94 3.57 -0.17
F -1.81 -0.25 4.58 -0.07
F -2.94 -1.63 3.12 -0.09
N -5.99 -3.08 -0.62 0.15
C -4.75 -2.57 -0.43 -0.30
C -3.61 -3.39 -0.40 0.01
C -2.38 -2.80 -0.25 -0.15
N -2.17 -1.48 -0.11 -0.05
C -3.27 -0.71 -0.14 -0.13
C -4.54 -1.19 -0.29 0.01
H -6.14 -4.08 -0.59 0.11
H -6.80 -2.50 -0.49 0.11
H -3.71 -4.46 -0.49 0.12
H -1.50 -3.43 -0.23 0.08
H -3.11 0.36 -0.04 0.09
H -5.39 -0.51 -0.29 0.12
```

Properties
Energy relative to the best compared isomer or geometry (same formula, charge and spin) = 256.0 kJ/mol
Energy = -7348.44295 a.u.
2S+1 = 2
Kohn-Sham gap (spin up / spin down) = 4.0 / 8.4 eV
Charge = +1